*a*
This record from the OMol25 dataset describes a structure of composition C8H16CeCl2N2S. The level of theory is ωB97M-V/def2-TZVPD.

Each line ends with the Mulliken spin population.
Atoms and positions in Å:
Ce1 -1.79207 -1.06986 -0.39931  1.0224
Cl1 -2.41949 1.22071 -1.44489  0.0008
Cl2 -0.93705 -2.14350 1.75430  0.0016
S1 -0.92497 1.53780 1.79564  -0.0016
N1 -1.02611 0.79531 4.37811  0.0003
N2 -2.29676 2.60102 3.85611  0.0004
C1 -1.45771 1.64011 3.40971  0.0004
C2 2.68480 0.57045 -2.45577  -0.0001
C3 2.11621 -0.78524 -0.30358  0.0005
C4 3.05771 0.12854 -1.01636  -0.0001
C5 1.75398 -0.36926 -3.19794  0.0000
C6 -3.83820 -1.79080 -0.37465  -0.0295
C7 1.07632 -1.30816 -0.91171  0.0022
C8 0.57003 -0.76876 -2.24608  0.0066
H1 1.31507 0.12701 -4.08432  -0.0001
H2 2.21677 1.56632 -2.42370  0.0000
H3 -2.74023 2.53442 4.77077  0.0000
H4 0.59747 -2.23861 -0.54110  -0.0042
H5 -4.20095 -2.64330 0.25981  0.0007
H6 -0.41746 0.03151 4.10111  0.0002
H7 2.27504 -1.27004 -3.55949  0.0002
H8 -2.64535 3.29073 3.19438  0.0001
H9 4.04540 -0.36697 -1.05072  -0.0001
H10 2.27185 -0.92481 0.78013  -0.0004
H11 -4.44607 -1.59928 -1.28601  -0.0008
H12 -1.51830 0.73366 5.26336  0.0000
H13 3.59945 0.68430 -3.03544  0.0001
H14 3.21306 1.03909 -0.41792  0.0000
H15 -0.17693 -1.41292 -2.75708  0.0027
H16 0.04449 0.19052 -2.05732  -0.0021

HOMO energy (spin up / spin down) ... -1.83 / -1.87 eV
Total charge ... -1
Multiplicity ... 2

***

*b*
This record from the OMol25 dataset describes a structure of composition C8H16CeCl2N2S. The level of theory is ωB97M-V/def2-TZVPD.

Each line ends with the Mulliken spin population.
Atoms and positions in Å:
Ce1 -1.80255 -0.63230 0.53488  1.0007
Cl1 -3.08211 -2.29272 -0.90883  0.0012
Cl2 -1.40275 -1.28873 3.00720  0.0018
S1 -0.97729 1.88774 -0.16263  0.0007
N1 -0.71924 2.12474 2.53978  0.0000
N2 -0.06489 3.90504 1.26544  0.0011
C1 -0.58265 2.66029 1.31508  0.0017
C2 1.68380 -0.34964 -2.09760  0.0092
C3 -3.49268 0.44886 1.01248  -0.0282
C4 1.62824 -1.84425 -2.41638  -0.0028
C5 0.68915 -2.64295 -1.49166  0.0049
C6 0.57290 -2.05463 -0.07045  -0.0115
C7 1.18272 -0.98785 0.29906  0.0302
C8 1.97262 -0.07795 -0.61138  -0.0128
H1 2.63818 -2.25996 -2.31435  -0.0005
H2 1.33565 -1.99082 -3.46285  -0.0003
H3 -0.50430 2.69871 3.35080  -0.0010
H4 -0.32104 -2.67826 -1.93168  -0.0013
H5 0.02209 4.35986 0.36702  -0.0002
H6 0.09242 -2.73612 0.64034  0.0007
H7 -1.15081 1.21222 2.70915  0.0021
H8 1.03380 -3.68821 -1.46905  -0.0005
H9 1.16461 -0.67639 1.35672  0.0100
H10 1.75712 0.97505 -0.38466  -0.0038
H11 -4.38251 -0.11085 1.42987  -0.0026
H12 0.73268 0.12431 -2.37175  -0.0026
H13 -3.67061 1.56425 0.91239  0.0022
H14 3.05337 -0.21354 -0.43885  0.0018
H15 0.13059 4.44309 2.10085  -0.0001
H16 2.46349 0.12099 -2.70896  0.0000

HOMO energy (spin up / spin down) ... -1.75 / -1.76 eV
Total charge ... -1
Multiplicity ... 2

***

In terms of stability, *b* leads; the second structure lies 5.6 kcal/mol higher.

***

*a*
This record from the OMol25 dataset describes an isolated molecule of C6H12N2O3. The level of theory is ωB97M-V/def2-TZVPD.

Each line ends with the Mulliken charge.
Atoms and positions in Å:
O1 -3.51889 1.09086 0.00335  -0.4937
O2 -1.19212 1.84383 -0.42093  -0.8411
O3 -2.94018 -1.02941 0.30068  -0.2556
N1 -0.35995 -0.28936 -0.10830  -0.6943
N2 -1.24069 0.59591 -0.22859  0.9872
C1 -2.49246 0.15626 0.03227  0.4744
C2 1.35125 1.13627 1.04220  -1.7424
C3 -2.35043 -2.18591 0.31493  -0.3589
C4 1.50235 0.80364 -1.24404  -1.9770
C5 1.07973 0.08875 -0.07977  1.8829
C6 1.90958 -1.18692 0.21395  -1.5302
H1 0.65759 0.96463 1.93567  0.3284
H2 2.56234 -1.23627 -0.63482  0.3672
H3 -3.17616 1.99033 -0.07283  0.4059
H4 -1.34832 -2.21967 -0.01103  0.2737
H5 1.20841 1.78390 -1.16720  0.4613
H6 1.24956 2.20224 0.80015  0.3339
H7 -3.01660 -3.09226 0.29879  0.2496
H8 1.13656 0.39069 -2.27138  0.3188
H9 1.48873 -2.16363 0.16233  0.3895
H10 2.54204 0.66994 -1.26127  0.5697
H11 2.59441 -1.28188 1.15333  0.2685
H12 2.35327 0.96804 1.24253  0.5822

HOMO energy (spin up / spin down) ... -7.68 / -8.07 eV

***

*b*
This record from the OMol25 dataset describes an isolated molecule of C6H12N2O3. The level of theory is ωB97M-V/def2-TZVPD.

Each line ends with the Mulliken charge.
Atoms and positions in Å:
O1 -2.25136 -0.31520 0.16951  -0.2734
O2 0.63136 -1.08515 1.63654  -0.6802
O3 0.99604 0.89942 -1.86212  -0.4163
N1 1.74510 0.52890 0.35466  0.0556
N2 -0.13812 -0.44712 -0.42243  0.0645
C1 -0.33137 0.75971 -1.19154  -0.4299
C2 0.70575 -0.28155 0.70146  0.6406
C3 2.97842 0.64336 1.04911  -1.1888
C4 -1.36324 -1.22891 -0.22368  -0.5640
C5 -3.45474 -1.04073 0.50330  -0.6770
C6 1.88325 1.37287 -0.88489  -0.3936
H1 -0.58241 1.66369 -0.53156  0.3268
H2 -4.31977 -0.18491 0.47624  0.2181
H3 -1.82419 -1.68931 -1.20346  0.3611
H4 2.82089 -0.13271 1.69597  0.4565
H5 3.11314 1.57926 1.53378  0.2980
H6 2.98130 1.02833 -1.30594  0.3100
H7 -1.00979 0.68603 -2.06091  0.3457
H8 -3.34173 -1.59143 1.61560  0.2504
H9 -3.77165 -1.92901 -0.22893  0.2878
H10 1.78035 2.52965 -0.70012  0.2525
H11 -1.12313 -2.11082 0.46572  0.3782
H12 3.87590 0.34564 0.41368  0.3776

HOMO energy ... -9.37 eV
SMILES ... COCN1COCN(C)C1=O

***

In terms of stability, *b* leads; the second structure lies 94.2 kcal/mol higher.

***

*a*
This record from the OMol25 dataset describes a structure of composition C24H35ClIrN4O9P2S. The level of theory is ωB97M-V/def2-TZVPD.

Each line ends with the Mulliken charge.
Atoms and positions in Å:
Ir1 -0.06100 0.64322 0.44871  1.0818
Cl1 -0.02547 2.34987 2.68332  1.7515
S1 -1.05101 -1.81443 1.33763  2.0992
P1 1.66440 -0.18844 -0.62811  -0.8707
P2 -0.51810 2.33368 -1.01804  1.3797
O1 0.01814 -0.93214 1.92063  -0.8589
O2 2.02667 0.28655 -2.09030  0.4095
O3 1.00997 2.07674 1.60928  -0.6241
O4 -0.22937 3.74428 2.78611  -0.6023
O5 -1.22848 1.68411 2.11740  -0.6216
O6 -0.69728 -3.15178 0.99538  -0.7366
O7 0.36999 1.74756 3.89233  -0.6135
O8 1.55584 -1.74507 -0.60275  0.5275
O9 2.97760 0.14215 0.16868  -0.1601
N1 -1.53554 -0.99745 -2.29663  0.0568
N2 -2.84864 -2.37998 -0.88459  -0.3718
N3 -5.46855 -1.97256 5.20255  -0.4704
N4 -1.37322 -0.85854 0.01864  -0.3397
C1 2.35298 5.18618 -0.48750  -0.8527
C2 -1.83847 3.36168 -0.32714  -1.4733
C3 -4.43873 -1.93332 4.31443  1.1635
C4 0.88263 3.45201 -1.29017  0.1499
C5 1.64877 3.35990 -2.45233  -0.1438
C6 2.24301 -4.03476 -0.73728  -1.2622
C7 -1.92184 -1.44489 -1.10868  0.4144
C8 1.23702 4.38248 -0.31324  -0.3658
C9 2.67569 -2.65062 -0.33725  -0.3070
C10 1.63263 -0.34294 -3.34058  0.1510
C11 4.81537 1.47901 -0.68428  -1.4089
C12 -3.08899 -2.53593 -3.24476  -1.0615
C13 2.68808 -1.31365 -3.80928  -1.3635
C14 -3.40558 -0.99533 4.45936  -1.0374
C15 -1.14462 1.97300 -2.67156  -1.3260
C16 2.76437 4.16456 -2.62341  -0.8403
C17 3.12274 5.07187 -1.63664  -0.5745
C18 3.59145 1.46847 0.19451  0.7509
C19 -2.13652 -1.54366 -3.35352  -0.0566
C20 -2.37536 -0.93947 3.54845  -0.2796
C21 -4.39882 -2.82535 3.22867  -0.8861
C22 -2.36228 -1.82069 2.46872  -0.3606
C23 -3.40890 -2.92688 -1.95193  -0.3412
C24 -3.37144 -2.77367 2.31890  -0.5671
H1 -3.41162 -0.31864 5.30448  0.3187
H2 3.03970 -4.74156 -0.50488  0.4260
H3 2.74598 -2.18277 -3.15561  0.1329
H4 1.34392 -4.32066 -0.19509  0.2323
H5 -2.71778 2.73538 -0.17050  0.4237
H6 3.99341 5.70045 -1.76974  0.4381
H7 -6.13012 -2.72620 5.17589  0.2010
H8 -2.07760 4.16041 -1.02945  0.4727
H9 2.03772 -4.08691 -1.80741  0.2703
H10 0.65485 4.48417 0.59200  0.3293
H11 -3.33670 -3.46347 1.48769  0.4546
H12 -0.47318 1.33220 -3.23389  0.1783
H13 1.52821 0.48247 -4.04507  0.4619
H14 -5.42992 -1.42792 6.04418  0.2010
H15 5.52370 0.71330 -0.36913  0.3663
H16 2.85999 2.21302 -0.12124  -0.4917
H17 -5.18266 -3.56363 3.11574  0.3011
H18 3.83203 1.64554 1.23986  0.4778
H19 2.43194 -1.66380 -4.81031  0.4698
H20 3.54284 -2.30589 -0.90108  0.4099
H21 -1.26023 2.93185 -3.18006  0.6220
H22 -4.14505 -3.70097 -1.76590  0.4427
H23 2.61860 5.90407 0.27694  0.4643
H24 -2.10490 1.46964 -2.59401  0.4610
H25 3.66575 -0.83440 -3.85589  0.2872
H26 1.38022 2.66275 -3.23293  0.2475
H27 -1.57194 -0.23286 3.68604  0.5268
H28 -1.82477 -1.17207 -4.32505  0.4452
H29 3.35011 4.08689 -3.52986  0.4454
H30 4.54819 1.31126 -1.72722  0.2268
H31 2.89760 -2.57748 0.72565  0.3494
H32 -3.55781 -2.97993 -4.10929  0.4228
H33 0.66320 -0.81724 -3.20096  -0.0367
H34 -1.55484 3.79032 0.63055  0.4454
H35 5.30343 2.45140 -0.60471  0.4181

HOMO energy ... -10.49 eV
Total charge ... +1

***

*b*
This record from the OMol25 dataset describes a structure of composition C24H35ClIrN4O9P2S. The level of theory is ωB97M-V/def2-TZVPD.

Each line ends with the Mulliken charge.
Atoms and positions in Å:
Ir1 0.09925 0.23438 -0.27136  3.5507
Cl1 0.53543 -1.43810 -2.56266  1.7118
S1 -2.20724 -1.03077 1.96244  1.3885
P1 1.49603 1.41555 0.98194  -0.1844
P2 -1.74610 1.57476 -0.88317  1.3854
O1 -3.03586 -0.18157 1.14630  -0.7285
O2 1.04946 -2.50957 -1.78731  -0.6032
O3 2.92107 1.03598 0.44680  0.0057
O4 0.66681 -1.67830 -3.94170  -0.6288
O5 1.22762 -0.12584 -2.24015  -0.6845
O6 1.49111 1.00589 2.49497  -0.2525
O7 -0.84373 -1.14463 -2.12895  -0.5830
O8 -2.13606 -0.83680 3.37764  -0.7097
O9 1.41546 2.98799 1.06049  -0.4785
N1 -0.68759 -0.75177 1.32101  -0.7388
N2 1.31626 -1.25967 0.63475  -0.3817
N3 0.46847 -2.57345 2.42749  -0.4637
N4 -3.48455 -6.62829 0.74109  -0.4686
C1 1.61032 -3.25913 2.36892  -0.4950
C2 -2.83239 -4.95355 2.33093  -0.9316
C3 -3.17307 -5.33766 1.02292  1.2013
C4 0.37937 -1.59474 1.54812  0.7389
C5 -0.88648 2.16916 -3.45515  -0.6880
C6 -0.64423 4.34914 -4.43682  -0.5934
C7 2.62924 -2.99953 1.45238  -1.0588
C8 -1.02459 4.92510 -3.23364  -0.8070
C9 0.34228 1.26242 3.37643  0.1270
C10 2.43815 -1.96504 0.56058  -0.4206
C11 -1.32817 4.12314 -2.14279  -0.4851
C12 -2.56554 -2.68669 1.60468  -0.3406
C13 -3.12199 0.74480 -1.74496  -1.3914
C14 -2.52610 -3.64326 2.61687  -0.2974
C15 -0.57660 2.96741 -4.54358  -0.8049
C16 0.63331 2.43596 4.27435  -1.4738
C17 -2.48407 2.67878 0.35048  -1.5620
C18 -2.89568 -3.05254 0.30049  -0.2809
C19 1.09864 3.87498 -0.04436  0.5468
C20 5.14697 1.71325 -0.16620  -1.2531
C21 -1.25531 2.73307 -2.23336  0.7749
C22 -3.19253 -4.36244 0.00921  -0.9617
C23 2.09689 3.81088 -1.17043  -1.1273
C24 4.15223 1.64063 0.96101  -0.2393
H1 -2.91871 -2.30774 -0.48656  0.2826
H2 6.10988 2.04170 0.22489  0.4281
H3 3.53035 -3.59240 1.43034  0.4598
H4 -3.13636 2.11103 1.00614  0.5392
H5 -3.55974 1.49630 -2.39983  0.6026
H6 -1.65226 4.60436 -1.23002  0.2564
H7 1.74699 4.44924 -1.98265  0.4967
H8 -1.70500 3.14753 0.95411  0.2706
H9 0.20634 0.33797 3.93317  0.4130
H10 -3.45010 -4.64675 -1.00289  0.3216
H11 -0.41236 4.97238 -5.28988  0.4212
H12 -3.46428 -7.33278 1.45430  0.1854
H13 -3.85417 0.39803 -1.01870  0.4497
H14 3.91397 2.61888 1.37834  0.3310
H15 -2.26247 -3.34477 3.62109  0.4954
H16 4.49446 0.99219 1.76664  0.3396
H17 2.19676 2.79986 -1.57029  0.1526
H18 -0.20329 2.56762 4.96092  0.4360
H19 0.76445 3.35542 3.70516  0.2461
H20 -0.29597 2.50625 -5.48101  0.4550
H21 3.07826 4.16341 -0.85386  0.2977
H22 -2.81704 -5.69653 3.11800  0.3152
H23 -1.09960 6.00061 -3.14387  0.4112
H24 5.28166 0.73485 -0.62539  0.2827
H25 3.14790 -1.69145 -0.21025  0.5926
H26 -3.05956 3.44335 -0.16694  0.5858
H27 -3.72217 -6.91185 -0.19078  0.1881
H28 4.83061 2.41340 -0.93708  0.2640
H29 1.71410 -4.06235 3.08895  0.5053
H30 -2.78028 -0.09612 -2.33762  0.3200
H31 -0.54530 1.41208 2.76512  0.0325
H32 0.10429 3.60842 -0.38209  -0.7534
H33 1.06053 4.86048 0.41501  0.4532
H34 -0.83065 1.09192 -3.56245  0.2566
H35 1.53342 2.25975 4.86208  0.3527

HOMO energy ... -10.50 eV
Total charge ... +1

***

In terms of stability, *a* leads; the second structure lies 17.7 kcal/mol higher.

***

*a*
This record from the OMol25 dataset describes a structure of composition C7H12O3. The level of theory is ωB97M-V/def2-TZVPD.

Each line ends with the Mulliken charge.
Atoms and positions in Å:
O1 2.36320 1.30855 -1.43509  -0.4683
O2 1.32702 -0.54412 -2.15997  -0.6060
O3 -0.17839 0.77658 0.15011  -0.5942
C1 1.72341 0.13494 -1.24023  0.3423
C2 2.25251 0.63679 1.23186  -1.5006
C3 1.11815 -1.50374 0.48006  -1.3551
C4 -2.14184 0.11122 -0.53595  0.0388
C5 -3.57922 0.18938 -0.19799  -1.2261
C6 1.49232 -0.16549 0.20729  1.4768
C7 -1.11914 -0.18956 0.35932  -0.0491
H1 1.92998 0.35994 2.23650  0.4153
H2 -4.19140 -0.26026 -0.97720  0.3393
H3 -1.83338 0.40589 -1.53174  0.3713
H4 2.41905 1.45111 -2.39229  0.3415
H5 -1.41351 -0.38014 1.39778  0.2354
H6 1.08098 -1.82274 1.51520  0.3931
H7 3.32423 0.43694 1.14907  0.3182
H8 -3.80195 -0.27969 0.76008  0.3470
H9 -3.88547 1.23921 -0.13480  0.2977
H10 -0.34930 -1.33686 0.28114  0.1953
H11 1.37630 -2.26856 -0.24495  0.3388
H12 2.08645 1.70062 1.08178  0.3484

HOMO energy (spin up / spin down) ... -8.45 / -8.45 eV

***

*b*
This record from the OMol25 dataset describes an isolated molecule of C7H12O3. The level of theory is ωB97M-V/def2-TZVPD.

Each line ends with the Mulliken charge.
Atoms and positions in Å:
O1 0.87094 0.31917 -1.76844  -0.5200
O2 1.87980 -1.77615 -0.40611  -0.5469
O3 1.90298 -0.79122 1.60425  -0.6199
C1 0.71475 0.55675 -0.41072  0.5775
C2 1.00301 1.94718 0.05373  -1.5121
C3 1.41000 -0.87385 0.50006  0.4379
C4 -0.78533 0.12408 1.60013  -1.7339
C5 -0.22838 -0.33356 0.25462  0.7353
C6 -1.09050 -1.38291 -0.56365  -0.2660
C7 -2.20479 -0.49059 -0.77541  -0.9707
H1 1.62314 0.82906 -2.09496  0.3734
H2 -0.56591 -1.66889 -1.47199  0.3063
H3 0.17641 2.61454 -0.21939  0.3154
H4 -1.35215 1.04964 1.51640  0.3285
H5 0.02012 0.28477 2.31226  0.4578
H6 1.92051 2.32567 -0.40399  0.5039
H7 1.13360 1.97823 1.13290  0.3130
H8 -2.18737 0.22017 -1.59072  0.3474
H9 -3.02902 -0.45882 -0.07766  0.3415
H10 -1.28181 -2.23507 0.08504  0.3251
H11 -1.43560 -0.65162 2.00296  0.4096
H12 1.50560 -1.58658 -1.27931  0.3969

HOMO energy (spin up / spin down) ... -6.90 / -7.79 eV

***

In terms of stability, *a* leads; the second structure lies 4.2 kcal/mol higher.